# 1
Density functional theory data (wB97M-V/def2-TZVPD) for 11 unconnected molecules or ions with the total composition C30H86F6N6O12P in a non-equilibrium geometry.

```
141
Properties=species:S:1:pos:R:3:forces:R:3:mulliken_charge:R:1
P -20.616 -21.682 5.820 0.4 0.6 -0.6 2.043
F -21.775 -21.027 6.757 0.3 -0.5 -0.4 -0.492
F -21.034 -23.195 6.260 -0.1 0.9 0.3 -0.138
F -21.643 -21.677 4.551 0.3 -0.4 0.7 -0.445
F -19.441 -22.321 4.936 -0.1 0.0 -0.1 -0.598
F -20.082 -20.185 5.354 -0.4 -0.2 0.2 -0.575
F -19.564 -21.460 7.071 -0.4 -1.3 -0.1 -0.209
C -24.466 -19.343 5.615 0.6 -0.3 -0.6 -0.119
O -24.330 -18.658 4.381 -1.1 0.1 -0.1 -0.572
H -24.234 -18.714 6.474 -0.4 0.1 0.1 0.270
H -25.477 -19.751 5.617 -0.1 0.3 0.3 0.364
H -23.794 -20.199 5.676 0.2 -0.1 -0.1 -0.283
H -23.444 -18.328 4.214 0.8 -0.2 0.3 0.320
C -16.474 -21.012 8.360 0.1 -0.2 -0.9 0.121
O -16.016 -22.008 7.427 0.3 1.6 1.5 -0.537
H -17.276 -20.452 7.878 -0.3 0.2 0.3 -0.404
H -16.819 -21.389 9.322 -0.1 -0.3 -0.1 -0.041
H -15.694 -20.294 8.616 0.4 -0.1 -0.3 0.419
H -16.582 -22.765 7.592 -0.4 -0.5 -0.1 0.469
C -16.876 -18.637 5.770 -2.3 0.6 -0.9 -1.879
C -16.677 -20.024 5.185 0.8 -0.7 0.3 2.262
C -17.137 -20.254 3.723 0.0 1.7 0.2 -0.645
O -16.905 -21.553 3.289 0.4 -1.6 -1.5 -0.297
C -16.963 -21.745 1.830 -0.6 1.2 1.5 -0.684
N -15.182 -20.192 5.312 -0.8 0.5 -1.0 -0.536
H -16.544 -18.495 6.799 0.0 -0.5 0.0 0.403
H -17.934 -18.382 5.701 -0.3 0.2 0.5 0.174
H -16.409 -17.847 5.182 0.4 -0.1 -0.3 0.577
H -17.188 -20.799 5.757 0.1 0.1 0.3 -1.419
H -16.611 -19.553 3.075 0.6 0.3 -0.2 0.559
H -18.176 -19.963 3.568 -0.5 -0.2 0.4 -0.077
H -16.875 -22.772 1.474 -0.2 -0.2 0.9 0.186
H -16.150 -21.216 1.333 -0.1 0.4 0.1 0.305
H -17.950 -21.337 1.615 0.1 -0.1 -0.9 0.185
H -14.981 -19.297 5.734 0.9 -0.2 0.9 0.374
H -14.970 -19.881 4.375 1.1 -0.6 -0.8 0.401
C -22.693 -21.207 12.982 0.3 0.0 -0.9 -1.635
C -21.816 -21.155 11.724 0.4 1.3 -1.0 0.610
C -22.514 -21.513 10.353 1.1 -0.5 2.5 0.425
O -22.852 -22.857 10.598 -0.5 -1.2 -1.7 -0.455
C -23.351 -23.546 9.426 -0.1 -0.7 1.7 -0.540
N -21.183 -19.805 11.523 -0.7 -0.7 0.8 -0.542
H -23.515 -20.495 12.895 -0.2 -0.1 0.2 0.334
H -22.102 -20.989 13.871 0.1 0.3 0.0 0.424
H -23.022 -22.240 13.096 -0.4 0.1 -0.1 0.346
H -21.037 -21.893 11.917 0.1 -0.3 -0.4 -0.026
H -21.765 -21.458 9.563 -0.1 0.3 -0.2 -0.325
H -23.378 -20.876 10.164 -0.1 0.1 -0.1 0.407
H -24.429 -23.391 9.384 0.0 0.7 -0.9 0.419
H -23.307 -24.616 9.632 0.3 -0.2 0.4 0.370
H -22.747 -23.446 8.524 -0.2 0.8 -0.1 -0.199
H -20.553 -19.805 10.734 0.2 -0.3 -0.4 0.168
H -20.612 -19.609 12.333 0.0 0.2 0.2 0.236
C -26.528 -25.458 8.961 -0.4 0.4 -0.6 -1.248
C -26.148 -26.149 7.657 2.0 0.3 0.3 0.347
C -25.134 -25.351 6.764 -1.2 -1.5 0.4 -0.131
O -25.723 -24.184 6.269 0.0 0.5 0.8 -0.462
C -24.797 -23.475 5.504 0.5 0.7 -1.4 -0.725
N -25.484 -27.422 8.114 -0.6 0.9 -0.5 -0.713
H -27.175 -26.186 9.450 -0.2 0.4 0.4 0.412
H -27.057 -24.528 8.753 -0.3 -0.1 0.1 0.317
H -25.701 -25.192 9.619 0.2 -0.4 -0.2 0.215
H -27.059 -26.364 7.099 0.0 0.1 -0.3 0.295
H -24.854 -25.957 5.902 0.0 -0.5 -0.3 0.500
H -24.202 -25.251 7.320 0.1 0.7 0.3 -0.225
H -25.171 -22.570 5.024 -0.8 0.2 0.7 0.373
H -24.544 -24.026 4.598 0.5 -0.7 0.0 0.418
H -23.889 -23.170 6.024 0.1 -0.3 0.3 0.145
H -24.971 -27.854 7.359 0.0 -0.2 -0.3 0.225
H -26.282 -28.006 8.318 0.2 -0.6 0.2 0.273
C -22.632 -18.641 1.386 -0.4 -0.3 -0.5 -1.581
C -21.969 -19.545 2.423 -0.3 -0.3 -1.0 1.208
C -20.803 -20.370 1.826 -0.7 0.5 0.1 0.187
O -21.262 -21.332 0.891 0.7 1.3 -0.6 -0.491
C -21.608 -22.574 1.382 -0.2 -0.7 0.3 -0.144
N -21.552 -18.724 3.527 0.6 0.2 0.7 -0.660
H -23.408 -18.033 1.853 0.3 0.3 0.2 0.373
H -23.172 -19.117 0.568 0.1 -0.7 0.1 0.331
H -21.886 -18.050 0.855 0.1 0.5 0.3 0.345
H -22.707 -20.224 2.849 -0.1 -0.1 -0.2 -0.150
H -20.176 -20.798 2.608 -0.2 -0.4 0.2 -0.558
H -20.167 -19.650 1.311 0.1 -0.1 -0.4 0.450
H -20.758 -23.172 1.710 0.4 0.0 0.0 0.024
H -22.069 -23.085 0.536 -0.2 -0.2 0.2 0.378
H -22.265 -22.514 2.250 -0.4 0.0 -0.1 0.026
H -20.848 -18.044 3.278 0.0 0.4 -0.5 0.293
H -21.023 -19.340 4.128 -0.3 0.1 0.6 0.014
C -19.140 -25.133 3.463 -0.5 -0.3 -0.6 -0.343
C -18.741 -26.437 2.778 -0.8 0.1 -0.3 0.436
C -18.844 -26.463 1.241 -0.7 -0.3 1.1 -0.911
O -18.470 -27.756 0.764 -0.3 0.0 1.2 -0.341
C -18.321 -27.855 -0.604 0.9 0.8 -1.0 -0.831
N -17.411 -26.734 3.147 1.8 -1.1 0.6 -0.663
H -18.883 -25.172 4.521 0.3 0.1 -0.1 -0.256
H -20.220 -24.990 3.471 -0.1 0.2 -0.4 0.675
H -18.636 -24.302 2.969 -0.1 0.2 0.3 -0.291
H -19.364 -27.238 3.177 -0.7 -0.1 -0.3 0.382
H -18.241 -25.673 0.793 0.1 0.1 -0.1 0.360
H -19.911 -26.310 1.079 -0.2 0.2 -0.7 0.379
H -17.414 -27.346 -0.931 0.5 0.2 0.0 0.327
H -19.084 -27.317 -1.167 -0.6 -0.4 0.0 0.327
H -18.175 -28.887 -0.924 -0.5 -0.1 0.2 0.257
H -17.237 -27.673 2.818 0.5 -0.2 -0.7 0.317
H -17.448 -26.937 4.136 0.4 0.5 0.6 0.142
C -18.315 -23.377 10.245 0.1 -0.7 1.0 -1.705
C -18.228 -24.441 9.148 -2.7 -0.2 2.1 0.602
C -19.634 -25.199 9.111 0.8 0.3 -0.8 -0.551
O -19.697 -26.059 7.941 -0.1 -0.2 1.1 -0.347
C -20.988 -26.633 7.741 0.5 -0.1 -0.2 -0.759
N -18.091 -23.759 7.928 -0.2 -0.7 -1.9 1.106
H -18.684 -23.776 11.191 0.1 -0.4 0.2 0.566
H -19.039 -22.587 10.045 0.3 0.2 -0.6 0.175
H -17.316 -22.992 10.445 -0.2 0.3 -0.1 0.294
H -17.402 -25.121 9.356 0.0 -0.2 -0.2 0.535
H -20.431 -24.477 8.933 0.0 0.6 0.3 -0.069
H -19.858 -25.652 10.077 0.1 -0.8 -0.1 0.585
H -21.763 -25.903 7.507 0.0 0.4 0.2 0.204
H -21.293 -27.244 8.590 -0.1 0.0 0.2 0.346
H -20.937 -27.282 6.867 0.3 0.0 0.0 0.322
H -18.948 -23.241 7.803 0.1 1.1 0.3 -1.198
H -18.369 -24.498 7.298 0.8 -0.3 -1.2 -0.239
C -16.237 -24.177 5.014 0.8 1.5 2.1 0.775
C -15.536 -25.073 6.105 0.8 0.6 -1.1 -0.952
O -14.619 -24.293 6.969 -1.4 -1.3 -1.2 -0.458
O -15.445 -23.008 4.798 0.8 -1.6 -0.3 -0.545
H -17.112 -23.738 5.493 -0.8 -0.6 -0.2 -0.809
H -16.458 -24.629 4.047 0.0 -0.7 0.5 0.697
H -14.979 -25.841 5.568 0.5 0.0 -0.1 0.458
H -16.249 -25.656 6.689 -0.4 0.4 0.3 0.253
H -14.293 -24.965 7.573 0.2 0.0 0.2 0.262
H -15.953 -22.595 4.096 0.3 0.8 0.0 0.430
C -20.885 -18.417 8.027 0.7 1.4 0.3 0.309
C -21.077 -17.323 9.095 -1.3 -1.5 -0.1 -0.709
O -22.222 -17.662 9.915 0.0 1.5 -0.9 -0.650
O -20.115 -19.447 8.586 -0.4 -0.2 0.5 -0.429
H -20.323 -18.026 7.178 0.1 0.4 -0.2 0.058
H -21.840 -18.729 7.604 -0.2 -0.2 0.4 0.073
H -21.272 -16.388 8.570 -0.3 0.1 0.3 0.432
H -20.202 -17.213 9.734 0.3 0.0 -0.2 0.247
H -22.055 -18.425 10.473 0.6 -0.4 0.4 0.371
H -20.057 -20.111 7.895 0.3 -0.4 0.2 -0.205
```
Positions in Å, forces in eV/Å.

Values from the calculation:
Maximum force = 3.4 eV Å⁻¹
Frontier orbital gap = 8.3 eV
Net charge = -1
HOMO level = -6.07 eV
Lowest unoccupied orbital energy = 0.083 hartree

# 2
Density functional theory data (wB97M-V/def2-TZVPD) for 15 unconnected molecules or ions with the total composition C30H90O15S15 in a non-equilibrium geometry.

```
150
Properties=species:S:1:pos:R:3:forces:R:3:mulliken_charge:R:1
C -0.166 -5.030 0.048 0.5 -0.8 1.1 0.186
S -0.403 -6.854 -0.103 -0.8 -1.2 1.7 0.350
O -0.047 -7.697 1.194 -1.1 2.7 -2.8 -0.612
C -2.234 -6.618 -0.318 -0.3 -1.0 -0.1 -0.332
H -0.484 -4.636 1.013 0.1 -0.2 0.1 0.139
H -0.749 -4.462 -0.677 0.3 -0.4 -0.4 0.056
H 0.918 -4.945 -0.034 -0.1 0.6 -0.2 -0.185
H -2.730 -7.524 -0.666 0.5 -0.4 0.0 0.465
H -2.401 -5.898 -1.119 0.2 0.2 0.2 -0.199
H -2.823 -6.363 0.563 0.6 0.4 0.3 0.150
C 1.949 -5.045 2.610 -0.1 0.7 1.0 -0.681
S 3.031 -4.871 4.070 0.0 0.2 0.7 0.350
O 3.971 -3.724 3.837 -0.4 -0.3 -0.3 -0.541
C 1.728 -4.154 5.195 0.3 -0.6 -1.2 -0.706
H 1.495 -4.057 2.525 -0.1 0.1 -0.5 -0.015
H 1.163 -5.758 2.857 0.2 -0.3 -0.2 0.464
H 2.522 -5.324 1.726 0.0 -0.1 0.3 0.382
H 2.077 -4.095 6.226 0.2 0.1 -0.3 0.375
H 0.835 -4.777 5.143 0.0 0.0 0.0 0.305
H 1.550 -3.195 4.710 -0.1 0.2 0.4 0.083
C 4.189 4.648 -0.157 -0.2 -0.2 0.1 -0.502
S 4.305 5.823 -1.599 -0.7 -1.3 0.2 0.414
O 3.856 5.053 -2.839 0.3 1.0 1.6 -0.581
C 2.889 6.865 -1.021 0.1 -0.2 -1.0 -0.491
H 4.958 3.875 -0.134 0.1 0.1 -0.7 0.173
H 3.226 4.138 -0.149 -0.1 0.0 -0.4 -0.005
H 4.261 5.097 0.834 0.1 0.7 -0.2 0.410
H 2.826 6.980 0.062 0.2 0.0 -0.2 0.316
H 1.993 6.419 -1.452 0.0 -0.3 0.3 -0.108
H 2.982 7.818 -1.542 0.2 0.1 0.3 0.382
C -5.673 3.369 1.178 0.7 -0.1 0.8 -0.755
S -4.651 2.574 2.483 -1.3 -0.3 1.1 0.525
O -5.508 2.645 3.779 1.3 -0.5 -2.5 -0.648
C -4.742 0.891 1.672 -1.2 0.5 0.5 -0.205
H -6.573 2.756 1.127 -0.1 0.5 -0.2 0.324
H -5.118 3.406 0.240 -0.1 -0.2 0.0 0.091
H -5.803 4.387 1.546 -0.4 -0.1 -0.1 0.374
H -4.827 0.125 2.443 1.0 -0.1 0.1 -0.115
H -3.968 0.821 0.908 0.2 -0.1 0.5 -0.205
H -5.708 0.753 1.186 -0.1 0.5 -0.2 0.574
C 3.440 0.012 3.056 0.7 0.8 -0.3 0.134
S 3.801 1.834 3.000 -1.7 0.0 -0.8 0.452
O 2.902 2.361 1.848 1.1 -0.6 1.4 -0.429
C 2.942 2.249 4.593 0.5 -0.3 0.3 -1.016
H 2.416 -0.109 2.702 -0.1 0.0 0.4 0.192
H 3.659 -0.384 4.048 -0.2 0.0 -0.1 0.587
H 4.126 -0.472 2.361 0.0 0.3 0.1 -0.727
H 2.122 2.957 4.468 -0.1 -0.4 -0.4 0.249
H 3.608 2.708 5.323 0.5 0.1 -0.4 0.378
H 2.677 1.300 5.058 -0.6 0.2 -0.1 0.333
C -3.734 -0.141 5.475 1.1 -1.3 -1.0 -0.787
S -2.349 1.066 5.179 0.4 -1.1 1.1 0.546
O -1.428 0.800 6.356 -0.5 0.5 -0.8 -0.714
C -1.550 0.186 3.770 -1.1 0.1 -0.1 0.239
H -4.493 -0.197 4.695 -0.2 0.7 0.3 0.246
H -4.093 -0.252 6.498 0.0 1.1 -0.1 0.443
H -3.230 -1.096 5.324 0.3 -0.2 0.0 0.158
H -1.066 -0.730 4.107 0.0 0.2 0.2 0.409
H -0.884 0.843 3.210 0.1 0.1 0.4 -0.451
H -2.361 -0.069 3.088 0.0 -0.1 -0.2 -0.204
C -3.652 -2.558 -4.433 -0.1 0.5 0.3 -0.613
S -3.093 -3.800 -3.201 -2.9 -2.2 -0.2 0.725
O -4.146 -4.062 -2.119 1.5 1.2 -0.9 -0.641
C -3.477 -5.233 -4.347 1.7 0.7 -0.5 -1.094
H -2.964 -2.514 -5.277 0.3 -0.3 0.1 0.451
H -3.621 -1.574 -3.965 -0.1 -0.1 0.2 -0.438
H -4.648 -2.734 -4.840 -0.1 -0.2 0.4 0.483
H -4.517 -5.493 -4.545 -0.1 0.6 0.7 0.332
H -2.905 -6.113 -4.052 -0.2 0.1 0.3 0.358
H -3.030 -4.873 -5.273 0.0 -0.3 -0.3 0.354
C 0.092 3.856 -0.514 0.0 -1.1 1.7 0.259
S -1.200 3.430 0.809 -1.7 0.6 0.0 0.242
O -1.713 1.986 0.718 1.4 1.4 -0.1 -0.106
C -0.145 3.566 2.302 1.3 -0.7 -0.1 -0.622
H 0.855 3.186 -0.116 0.7 0.2 -0.8 -0.418
H 0.368 4.905 -0.413 -0.2 -0.1 0.3 0.532
H -0.178 3.653 -1.551 -0.4 -0.3 0.4 -0.414
H 0.715 2.910 2.164 0.1 -0.3 -0.2 -0.183
H -0.593 3.261 3.248 -0.9 -0.1 -0.5 0.367
H 0.343 4.512 2.535 -0.5 0.5 -0.7 0.479
C 4.294 -2.765 0.570 -0.2 -1.1 -1.0 -0.318
S 4.214 -2.054 -1.103 0.9 1.4 -1.0 0.702
O 5.623 -1.602 -1.563 -2.2 -1.4 0.7 -0.692
C 3.627 -3.525 -2.110 0.6 0.4 0.8 -0.863
H 4.582 -2.054 1.344 0.2 -0.1 -0.4 0.148
H 4.913 -3.660 0.512 0.4 0.2 0.4 0.579
H 3.290 -3.134 0.777 -0.2 0.2 0.1 -0.449
H 2.675 -3.876 -1.711 0.2 -0.1 0.5 0.090
H 4.430 -4.261 -2.069 -0.2 -0.2 -0.1 0.417
H 3.393 -3.252 -3.139 0.5 0.5 0.1 0.348
C 8.259 2.123 1.752 0.1 0.1 0.1 -0.814
S 7.632 0.387 1.820 -1.5 1.2 0.0 0.459
O 6.892 0.278 3.132 0.4 0.0 -1.1 -0.570
C 6.409 0.794 0.466 0.8 -0.1 0.1 -0.047
H 9.094 2.239 1.061 0.3 -0.4 0.3 0.363
H 8.512 2.388 2.778 0.3 -0.1 -0.1 0.364
H 7.532 2.849 1.389 -0.4 -0.3 0.2 0.154
H 7.057 1.096 -0.357 0.0 -0.1 -0.2 0.490
H 5.843 1.679 0.757 -0.2 -0.3 0.2 -0.157
H 5.808 -0.035 0.093 0.1 0.0 0.4 -0.240
C -3.178 2.785 -2.397 -0.4 -0.3 0.7 0.358
S -3.698 1.026 -2.711 -2.1 1.5 -0.2 0.988
O -5.212 0.877 -2.456 2.4 0.4 -0.1 -0.754
C -3.612 1.213 -4.508 -0.2 -0.3 -0.2 -1.132
H -2.112 2.934 -2.570 0.0 -0.3 -0.3 -0.520
H -3.326 3.002 -1.339 -0.1 -0.3 0.1 -0.539
H -3.797 3.491 -2.950 0.0 -0.2 -0.2 0.586
H -4.172 2.057 -4.911 0.0 0.2 0.5 0.457
H -4.150 0.334 -4.863 0.4 -0.1 -0.3 0.484
H -2.580 1.274 -4.853 0.0 -0.2 0.1 0.020
C -3.010 -4.325 3.407 -0.9 0.8 -0.7 -0.646
S -4.587 -3.807 2.465 1.7 1.6 0.7 0.306
O -4.999 -2.508 3.135 0.1 -1.2 -0.6 -0.531
C -3.604 -3.301 0.985 -0.3 -0.6 0.2 0.205
H -2.486 -5.088 2.832 -0.1 -0.2 0.3 0.281
H -3.261 -4.570 4.439 -0.2 -0.4 -0.3 0.441
H -2.397 -3.424 3.439 0.0 0.1 -0.2 0.013
H -3.082 -4.195 0.644 0.1 0.0 0.1 -0.294
H -2.888 -2.533 1.278 -0.1 -0.1 0.1 -0.317
H -4.217 -2.994 0.138 -0.3 0.1 0.3 0.481
C -0.199 0.006 -5.342 0.2 -0.4 -0.4 -1.083
S 0.865 0.927 -4.215 0.7 -1.6 1.1 0.537
O 0.155 1.454 -3.031 -0.9 0.6 0.2 -0.433
C 1.733 -0.577 -3.539 0.6 0.4 -1.3 -1.259
H -0.682 0.681 -6.049 0.2 0.0 0.0 0.413
H -0.928 -0.727 -4.998 0.0 0.3 0.8 0.125
H 0.568 -0.607 -5.814 -0.1 0.2 -0.7 0.490
H 2.329 -0.943 -4.375 0.0 -0.2 -0.2 0.664
H 1.094 -1.390 -3.194 -0.3 0.4 0.1 0.295
H 2.497 -0.296 -2.815 -0.5 0.3 0.3 0.279
C -1.104 7.034 -5.396 -0.3 0.5 0.8 -1.090
S -0.491 6.183 -3.853 -0.5 0.1 0.0 0.563
O -1.561 6.298 -2.774 1.0 -0.6 -1.6 -0.607
C -0.365 4.459 -4.552 -0.7 0.7 0.1 -0.742
H -0.355 7.200 -6.171 0.2 -0.7 0.1 0.366
H -1.311 8.052 -5.065 -0.1 0.0 0.4 0.363
H -2.048 6.653 -5.786 0.2 -0.4 0.0 0.320
H -1.351 3.996 -4.581 -0.1 0.1 0.2 0.228
H 0.309 3.853 -3.945 0.0 0.2 -0.1 0.019
H -0.047 4.570 -5.588 0.4 0.0 0.1 0.594
C 0.846 0.045 0.105 0.1 -0.3 0.3 0.462
S -0.023 -1.587 -0.182 -1.0 1.4 2.5 0.449
O -0.283 -2.206 1.219 0.7 0.7 -2.0 -0.393
C -1.649 -0.779 -0.632 0.7 -0.8 -0.4 0.672
H 0.372 0.546 0.950 -0.6 0.0 -0.3 -0.450
H 0.812 0.643 -0.806 -0.4 0.0 0.0 -0.356
H 1.893 0.005 0.406 0.1 -0.8 -0.2 0.277
H -2.204 -0.398 0.225 0.6 0.1 0.2 -0.547
H -2.255 -1.558 -1.094 0.0 -0.1 -0.1 0.082
H -1.442 0.000 -1.366 0.0 0.0 0.2 -0.179
```
Positions in Å, forces in eV/Å.

Values from the calculation:
Maximum force = 4.0 eV Å⁻¹
Frontier orbital gap = 7.7 eV
Net charge = 0
ΔE to the lowest compared entry with this formula, charge and spin = 354.4 kJ/mol
HOMO level = -8.22 eV
Lowest unoccupied orbital energy = -0.018 hartree

Number 2 is which compound?
C30H90O15S15

Which formula does entry 1 have?
C30H86F6N6O12P